[1]
Density functional theory data (the ωB97M-V functional and the def2-TZVPD basis) for C12H30Br4HfO9S2 as an isolated structure.

Values from the calculation:
- energy (eV) = -334487.1574
- gap between HOMO and LUMO (eV) = 3.49
- net charge = 0
- relative energy (zero: lowest compared OMol25 entry of this formula, charge and spin) (kcal/mol) = 502.6

Last column: natural (NBO) charge in e.
CARTESIAN COORDINATES (ANGSTROEM)
Hf  -0.39688  0.82437  -0.75398  1.56
Br  2.84673  0.96372  2.27839  -0.34
Br  -3.52893  2.02095  1.87316  -0.43
Br  2.58175  1.67592  -3.88034  -0.42
Br  -2.21998  -2.02176  -3.41940  -0.40
O  -1.82646  -2.73167  2.20410  -0.92
S  -2.18673  -3.62467  3.35619  2.28
O  -1.96704  -3.21223  4.73543  -0.91
O  -3.69148  -4.18669  3.10552  -0.69
C  -4.71388  -3.62511  3.83554  -0.09
C  -5.96472  -4.51751  3.70219  -0.62
C  -1.24197  -5.20831  3.19587  -0.82
H  -4.93659  -2.64607  3.41133  0.18
H  -4.58333  -3.51972  4.91254  0.20
H  -5.79372  -5.45664  4.22839  0.21
H  -6.18996  -4.80413  2.67495  0.21
H  -6.87987  -4.15494  4.17032  0.22
H  -1.33235  -5.73325  4.14686  0.25
H  -0.27211  -4.72475  3.07918  0.25
H  -1.59952  -5.76616  2.33039  0.25
O  3.78421  -5.20757  -0.94528  -0.89
S  3.94882  -3.93468  -1.72466  2.25
O  3.03735  -2.78064  -1.50178  -0.89
O  5.52281  -3.25678  -1.57754  -0.67
C  6.59561  -4.09778  -1.74975  -0.09
C  7.79732  -3.36211  -2.20533  -0.62
C  4.03075  -4.37980  -3.46402  -0.87
H  6.53121  -4.99429  -2.36636  0.17
H  6.72949  -4.58365  -0.78325  0.18
H  8.61232  -4.07966  -2.30016  0.22
H  7.99045  -2.69584  -1.36458  0.22
H  7.62131  -2.72279  -3.07043  0.22
H  3.96129  -3.51270  -4.12083  0.26
H  3.10236  -4.91621  -3.66018  0.26
H  4.89824  -5.01417  -3.64600  0.25
C  -0.45515  5.94019  2.71556  -0.25
O  -0.47820  5.54993  1.38478  -0.53
C  0.15687  6.46961  0.52370  -0.10
C  0.56895  5.59677  -0.63545  -0.08
O  -0.55416  4.80039  -1.04297  -0.55
C  -1.53394  5.62513  -1.71357  -0.10
C  -2.19032  4.75302  -2.83528  -0.09
O  -2.43323  3.44143  -2.20478  -0.56
C  -3.87003  3.16539  -2.27006  -0.28
H  0.35124  6.59687  3.04205  0.17
H  -0.41927  4.98857  3.24588  0.20
H  -1.41743  6.39149  2.95733  0.17
H  1.10249  6.93199  0.80672  0.18
H  -0.56017  7.22933  0.21261  0.17
H  1.41053  4.92488  -0.46692  0.20
H  0.98156  6.16614  -1.46831  0.17
H  -1.21962  6.61864  -2.03330  0.19
H  -2.28271  5.78678  -0.93813  0.19
H  -1.43646  4.49288  -3.57832  0.19
H  -2.91570  5.36293  -3.37375  0.20
H  -4.29336  3.31086  -3.26391  0.17
H  -4.59587  3.70977  -1.66596  0.19
H  -4.18250  2.13436  -2.10440  0.20

---

[2]
Density functional theory data (the ωB97M-V functional and the def2-TZVPD basis) for C12H30Cl2NOPPb as an isolated structure.

Values from the calculation:
- energy (eV) = -56046.5983
- gap between HOMO and LUMO (eV) = 5.92
- net charge = 0
- relative energy (zero: lowest compared OMol25 entry of this formula, charge and spin) (kcal/mol) = 94.6

Last column: Mulliken charge in e.
CARTESIAN COORDINATES (ANGSTROEM)
Pb  0.47390  -0.25870  2.24194  0.53
Cl  -1.36794  0.96273  0.96719  -0.42
Cl  1.60605  1.86400  2.06922  -0.44
H  0.85853  -1.43821  3.66537  0.16
H  0.05991  -0.86254  3.85935  0.11
P  -0.74179  -0.60504  -2.32525  0.41
C  -2.60014  -0.61379  -2.70700  0.54
C  -0.06075  0.39038  -3.75822  0.72
C  -0.34667  -2.37801  -2.80674  0.48
C  -3.26957  0.38825  -1.78504  -1.33
H  -2.90534  -1.62302  -2.39635  0.37
C  -3.05388  -0.40005  -4.14069  -1.49
H  -2.82042  0.60677  -4.48756  0.25
H  -4.14414  -0.50604  -4.18077  0.44
H  -2.63883  -1.10992  -4.85359  0.26
H  -2.98984  0.18840  -0.75264  0.20
H  -4.35638  0.30527  -1.85537  0.45
H  -2.98813  1.41608  -2.03037  0.25
H  -1.14460  -2.93891  -2.29961  0.33
C  0.98190  -2.76021  -2.16346  -1.43
C  -0.40187  -2.75106  -4.28019  -1.38
H  -1.38853  -2.61646  -4.72206  0.23
H  -0.15511  -3.81364  -4.38866  0.47
H  0.31409  -2.19191  -4.88390  0.18
H  0.99476  -2.49304  -1.10375  0.27
H  1.82137  -2.25809  -2.64897  0.24
H  1.13339  -3.83889  -2.24862  0.47
C  -0.42614  1.85974  -3.59301  -1.64
H  -0.53783  -0.00627  -4.66258  0.34
C  1.44867  0.24898  -3.89286  -1.70
H  -1.49757  2.05622  -3.61929  0.29
H  0.03643  2.44323  -4.39437  0.42
H  -0.04387  2.24154  -2.64004  0.35
H  1.94541  0.46428  -2.94109  0.35
H  1.81507  0.97274  -4.62774  0.44
H  1.77099  -0.73840  -4.22103  0.28
C  1.43553  2.84723  7.62323  -0.88
N  2.03804  1.55062  7.22073  0.09
C  3.08578  1.00098  8.09934  -0.84
C  1.55065  0.88623  6.11774  0.16
O  0.51443  1.20909  5.50170  -0.59
H  1.84311  3.23030  8.54783  0.35
H  0.35694  2.74323  7.83275  0.29
H  1.64023  3.66219  6.90984  0.29
H  2.75328  0.02659  8.49380  0.31
H  4.06567  0.98477  7.58943  0.31
H  3.21804  1.66178  8.96526  0.30
H  2.11718  -0.00943  5.70611  0.22

---

[3]
Density functional theory data (the ωB97M-V functional and the def2-TZVPD basis) for C12H30ClF6NO13S2Y as an isolated structure.

Values from the calculation:
- energy (eV) = -92564.4974
- gap between HOMO and LUMO (eV) = 8.99
- net charge = +1
- relative energy (zero: lowest compared OMol25 entry of this formula, charge and spin) (kcal/mol) = 66.5

Last column: natural (NBO) charge in e.
CARTESIAN COORDINATES (ANGSTROEM)
Y  -0.15790  -0.13875  -0.06293  2.18
Cl  -0.37270  -3.92121  -1.31024  2.58
O  -1.50122  -4.33024  -0.56152  -0.85
O  -0.47561  -2.46464  -1.31291  -0.97
O  0.87199  -4.26490  -0.71040  -0.84
O  -0.47572  -4.35335  -2.68707  -0.79
C  1.49014  -0.89563  -4.24943  0.86
F  2.63004  -0.54403  -3.79517  -0.28
F  1.48422  -0.74144  -5.56372  -0.29
F  1.21663  -2.17514  -3.95486  -0.28
S  0.04049  0.38272  -3.69539  2.00
O  -0.12842  1.47433  -4.69169  -0.83
O  -1.20658  -0.41318  -3.54463  -0.87
N  0.55848  0.89317  -2.01277  -1.32
S  1.78014  1.90923  -2.32538  2.19
O  2.59077  1.76328  -1.13594  -0.94
O  2.54785  1.79404  -3.51891  -0.86
C  0.80628  3.61770  -2.40251  0.77
F  -0.46070  3.43036  -1.98934  -0.32
F  1.46108  4.54803  -1.66664  -0.30
F  0.73394  4.06707  -3.70851  -0.29
C  -0.82587  4.45579  0.85691  -0.64
C  -1.21776  3.01161  1.34606  -0.06
O  -1.07439  2.04712  0.26480  -0.79
H  -0.65633  5.07989  1.73431  0.24
H  -1.56752  4.79279  0.13268  0.22
H  0.11478  4.43248  0.30669  0.23
H  -2.28058  3.02521  1.58757  0.19
H  -0.63902  2.73517  2.22739  0.20
H  -1.77845  2.24975  -0.35555  0.51
C  2.26462  1.62952  3.62909  -0.65
C  1.78808  0.48981  2.76536  -0.06
O  1.38960  1.03329  1.52927  -0.78
H  3.15245  2.10754  3.21512  0.23
H  2.50939  1.12470  4.56361  0.25
H  1.47872  2.38401  3.66397  0.21
H  1.02169  -0.12738  3.23422  0.18
H  2.58872  -0.20698  2.51728  0.19
H  1.90655  1.84221  1.53381  0.52
C  -4.79162  -0.80630  -0.35366  -0.67
C  -3.32569  -1.26294  -0.68200  -0.08
O  -2.52461  -0.10560  -0.65121  -0.78
H  -5.45553  -1.41089  -0.97157  0.26
H  -5.07809  0.24431  -0.40089  0.21
H  -5.01728  -1.22366  0.62766  0.21
H  -3.24714  -1.84681  -1.59907  0.23
H  -3.22855  -1.96970  0.14210  0.19
H  -3.20445  0.56425  -0.54768  0.51
C  -2.23674  -2.99061  3.01072  -0.65
C  -0.95168  -2.29238  2.44308  -0.06
O  -1.30724  -1.26611  1.63218  -0.79
H  -1.88820  -3.46144  3.92993  0.24
H  -2.51268  -3.87035  2.42933  0.26
H  -3.02183  -2.24289  3.12317  0.20
H  -0.24446  -2.88553  1.86332  0.22
H  -0.42340  -1.76444  3.23699  0.15
H  -2.07039  -0.88978  2.07667  0.51
C  3.95785  -0.97021  0.33501  -0.67
C  2.82166  -1.52859  -0.47472  -0.07
O  1.68449  -1.61771  0.41981  -0.81
H  4.01032  -1.29447  1.37434  0.21
H  4.05222  0.11363  0.26799  0.24
H  4.93741  -1.28998  -0.02041  0.25
H  3.06915  -2.51630  -0.86367  0.22
H  2.51102  -0.91175  -1.31799  0.21
H  1.87757  -2.24772  1.11796  0.52

---

[4]
Density functional theory data (the ωB97M-V functional and the def2-TZVPD basis) for C12H30ClI2N3P3Tl as an isolated structure.

Values from the calculation:
- energy (eV) = -78666.8494
- gap between HOMO and LUMO (spin up / spin down) (eV) = 4.53 / 4.12
- net charge = +2
- relative energy (zero: lowest compared OMol25 entry of this formula, charge and spin) (kcal/mol) = 69.2

Last column: natural (NBO) charge in e.
CARTESIAN COORDINATES (ANGSTROEM)
I  -0.09389  1.96705  -0.26627  -0.10
I  -0.16422  -1.78530  -0.51854  -0.11
Tl  -0.00110  -0.53499  -4.59484  0.76
P  -2.60992  -0.04496  -1.99398  1.24
C  -3.85936  0.01180  -0.64373  -0.98
C  -3.19712  1.25433  -3.16193  -0.96
H  -4.24031  1.12644  -3.46809  0.28
H  -4.29936  -1.29414  -3.32942  0.28
H  -2.59074  1.23036  -4.08018  0.25
H  -2.70997  -1.32643  -4.06878  0.24
H  -3.80962  0.91747  -0.05162  0.26
H  -3.07229  2.24373  -2.72862  0.26
C  -3.23054  -1.37110  -3.10064  -0.97
H  -4.87163  -0.07116  -1.03562  0.28
H  -3.02581  -2.35086  -2.68398  0.26
H  -3.70658  -0.79058  0.06718  0.25
P  2.58563  -0.01975  -1.99650  1.29
C  3.82833  0.04231  -0.63797  -0.97
C  3.21378  -1.35237  -3.09187  -0.97
H  2.54879  1.23780  -4.08615  0.26
H  4.20412  1.14311  -3.49232  0.28
H  3.04260  2.26135  -2.74779  0.26
C  3.16514  1.26914  -3.17453  -0.97
H  2.69268  -1.31245  -4.05943  0.24
H  4.28150  -1.28087  -3.32117  0.28
H  4.83970  -0.09270  -1.01703  0.29
H  3.63448  -0.73412  0.09389  0.25
H  3.00858  -2.33085  -2.67168  0.26
H  3.80720  0.96442  -0.06911  0.27
Cl  -0.03181  0.16592  -7.08717  -0.73
C  1.25220  -0.51441  4.30556  -0.08
N  1.22811  0.84543  3.76663  -0.44
C  -0.03463  1.51473  4.05190  -0.09
N  -1.23047  0.74497  3.75468  -0.44
C  -1.15942  -0.60861  4.28798  -0.08
N  0.08116  -1.31634  3.90344  -0.43
C  0.10372  -1.62392  2.48740  -0.48
P  0.03499  0.10260  1.50173  1.01
C  1.57993  0.82880  2.36621  -0.52
C  -1.56139  0.70292  2.34467  -0.53
H  1.20565  -0.43026  5.39014  0.23
H  2.15117  -1.03900  3.95081  0.21
H  -0.06819  2.50467  3.57988  0.22
H  -0.04049  1.63621  5.13715  0.23
H  -2.01012  -1.20151  3.92005  0.21
H  -1.14077  -0.52985  5.37368  0.23
H  1.04682  -2.14077  2.24527  0.23
H  -0.80039  -2.20677  2.24926  0.24
H  1.91813  1.82775  2.06385  0.25
H  2.39913  0.12778  2.15815  0.23
H  -2.32898  -0.05215  2.11921  0.23
H  -1.96442  1.68513  2.06025  0.25